Entry 1:
Density functional theory data (ωB97M-V/def2-TZVPD) for a molecular structure, C41H35AsN3O2STl.

XYZ file:
```
84
Properties=species:S:1:pos:R:3:forces:R:3
Tl -0.55459 -2.22180 -0.94592 0.029 0.001 -0.045
C -1.81232 -3.73600 2.16845 -0.010 -0.006 0.015
C -2.22573 -2.38757 2.69592 0.001 0.019 -0.013
C -2.08380 -2.12964 4.05482 -0.013 0.007 0.002
C -2.49002 -0.92798 4.60695 -0.014 -0.005 0.004
C -3.05310 0.03380 3.78202 -0.023 -0.005 -0.008
C -3.20842 -0.18433 2.41926 -0.010 -0.039 0.002
C -3.83539 0.87610 1.56060 0.033 0.012 -0.006
C -2.77834 -1.40565 1.85584 -0.056 -0.001 -0.005
N -2.79185 -1.58666 0.46540 0.147 0.148 0.121
C -3.93444 -1.53015 -0.19126 -0.049 -0.222 -0.050
O -5.10504 -1.55633 0.23985 -0.007 0.049 0.039
C -3.76324 -1.44668 -1.70139 0.050 0.149 0.003
C -4.82175 -1.74536 -2.54877 -0.041 0.008 0.019
C -4.62618 -1.62505 -3.91472 -0.034 -0.008 -0.028
C -3.40052 -1.19432 -4.39583 0.009 0.037 -0.013
C -2.39495 -0.90529 -3.48148 0.036 -0.056 0.065
N -2.58622 -1.03219 -2.16921 -0.030 -0.105 -0.118
C -1.04060 -0.41166 -3.97574 -0.040 0.102 -0.015
O -0.97732 -0.10050 -5.18379 0.037 -0.011 -0.008
N -0.09637 -0.36206 -3.04975 0.006 0.005 0.008
C 1.10335 0.27170 -3.39557 0.009 -0.014 0.019
C 2.31772 -0.43795 -3.35494 0.007 0.006 0.005
C 2.34803 -1.88967 -2.96384 -0.004 -0.006 -0.002
C 3.50663 0.20883 -3.67248 -0.005 -0.015 0.008
C 3.53041 1.55266 -4.00572 0.002 0.027 0.027
C 2.34010 2.26463 -4.00034 -0.009 -0.006 -0.002
C 1.12993 1.64950 -3.70153 0.013 -0.031 -0.005
C -0.13790 2.45323 -3.69972 -0.009 -0.011 0.012
H -2.55437 -4.49280 2.44436 0.017 -0.003 0.016
H -0.84389 -4.03344 2.57346 0.025 0.003 -0.007
H -1.74080 -3.74070 1.08468 -0.014 0.000 -0.002
H -1.61984 -2.88422 4.68138 -0.001 -0.005 0.000
H -2.34216 -0.73160 5.66258 -0.006 0.002 -0.001
H -3.36968 0.98674 4.19573 0.002 0.001 0.003
H -3.85501 1.83350 2.08555 0.003 0.001 -0.002
H -4.85079 0.58919 1.28078 -0.014 -0.001 0.011
H -3.27890 1.00261 0.63055 -0.009 -0.004 0.001
H -5.76244 -2.05057 -2.11230 0.014 -0.005 0.014
H -5.43006 -1.86127 -4.60403 0.002 0.001 0.002
H -3.19104 -1.06353 -5.44781 0.011 0.001 0.003
H 1.45895 -2.41073 -3.31699 -0.004 -0.011 -0.018
H 2.39151 -2.00994 -1.87533 -0.032 0.016 0.001
H 3.23087 -2.37948 -3.38039 0.008 0.007 0.020
H 4.43244 -0.35664 -3.63597 0.000 -0.002 -0.010
H 4.46754 2.04540 -4.23894 0.001 0.003 -0.006
H 2.34140 3.32533 -4.23364 -0.001 0.001 0.002
H 0.08504 3.52230 -3.70439 -0.005 -0.001 -0.003
H -0.73530 2.22494 -2.81470 0.000 -0.004 0.012
H -0.74817 2.20447 -4.57024 0.002 0.002 -0.017
S 2.06957 -3.06470 1.42274 -0.002 0.032 0.021
C 1.61453 -2.03461 2.75403 0.000 -0.035 0.009
C 1.64060 -2.48397 4.08797 0.009 -0.002 -0.003
C 1.28724 -1.65879 5.14068 0.026 -0.015 -0.008
C 0.86803 -0.35397 4.90928 0.002 0.017 -0.009
C 0.82301 0.11415 3.60320 -0.009 -0.044 0.007
C 1.21205 -0.69682 2.54462 -0.019 0.002 -0.049
As 1.19417 -0.14661 0.67832 -0.007 -0.019 -0.017
C 0.45192 1.66421 0.79087 0.058 0.064 0.019
C -0.73073 1.89782 0.10060 -0.036 0.026 -0.015
C -1.30336 3.16623 0.08948 -0.011 -0.035 0.009
C -0.69165 4.21015 0.76326 0.015 0.014 0.011
C 0.50133 3.98971 1.44536 -0.011 -0.008 -0.013
C 1.06973 2.72593 1.45339 -0.019 -0.022 -0.009
C 3.06354 0.40837 0.46068 0.043 -0.088 0.043
C 4.08902 -0.17785 1.20011 -0.052 0.051 0.015
C 5.40246 0.23441 1.02194 0.024 0.007 0.015
C 5.70898 1.23254 0.10493 -0.029 -0.017 0.019
C 4.69260 1.80429 -0.64614 0.003 -0.003 -0.022
C 3.37879 1.38854 -0.47449 -0.012 -0.023 -0.080
H 1.95138 -3.50594 4.27141 -0.004 -0.002 0.001
H 1.32319 -2.04454 6.15496 -0.010 -0.001 0.002
H 0.55112 0.28141 5.72765 0.001 0.000 -0.001
H 0.45642 1.11443 3.41146 0.023 0.040 -0.013
H -1.20187 1.08558 -0.44713 0.002 -0.009 0.006
H -2.22797 3.33149 -0.44989 -0.012 0.005 -0.011
H -1.13656 5.19857 0.75296 0.001 0.002 -0.001
H 0.99021 4.80609 1.96493 -0.002 0.003 0.001
H 2.01058 2.55782 1.96586 -0.009 0.011 0.018
H 3.85617 -0.96823 1.90239 0.009 0.008 -0.002
H 6.18956 -0.23120 1.60430 0.007 0.002 -0.006
H 6.73564 1.55337 -0.03146 0.004 -0.001 -0.001
H 4.91547 2.56185 -1.38771 0.002 0.004 0.000
H 2.60147 1.82708 -1.09204 -0.011 0.001 0.008
```
Forces are in eV/Å.

Summary:
* strongest force on any atom: 0.2 eV/Å
* net charge: -2
* M: 913.12 Da

Table of Mulliken atomic charges, one value per atom, all in e: 1.10, -1.72, 1.12, -0.35, -0.83, -0.74, 1.71, -1.73, -0.32, 0.03, -0.11, -0.82, 0.28, -0.86, -0.26, -0.85, 0.46, 0.23, -0.28, -0.81, 0.59, -0.87, 1.52, -1.58, -0.76, -0.78, -0.82, 1.60, -1.73, 0.37, 0.27, 0.18, 0.35, 0.38, 0.29, 0.42, 0.38, 0.07, 0.49, 0.39, 0.49, 0.23, 0.18, 0.47, 0.31, 0.42, 0.29, 0.44, 0.14, 0.33, -0.38, 0.44, -0.84, -0.71, -0.66, -0.59, 0.06, 0.93, -0.44, -0.20, -0.59, -0.65, -0.71, -0.01, 0.34, -0.44, -0.59, -0.59, -0.66, -0.26, 0.36, 0.30, 0.38, 0.29, 0.28, 0.48, 0.37, 0.37, 0.54, 0.34, 0.38, 0.34, 0.40, 0.36

***

Entry 2:
Density functional theory data (ωB97M-V/def2-TZVPD) for 2 unconnected molecules or ions with the total composition C41H35F4N3O3.

XYZ file:
```
86
Properties=species:S:1:pos:R:3:forces:R:3
F -2.48884 -2.94025 1.23686 0.907 -1.202 0.396
C -1.53475 -3.88947 1.46486 -3.086 0.176 -0.199
C -1.87669 -5.19221 1.38693 -1.352 1.437 -0.963
F -3.10032 -5.55359 0.92478 1.134 0.242 0.989
C -0.86103 -6.22487 1.51073 0.203 -3.183 0.075
O -1.08520 -7.43364 1.64521 0.333 2.671 -0.324
C 0.50170 -5.69375 1.27707 1.860 0.765 -0.603
F 1.44146 -6.56420 0.82270 -1.162 0.901 0.801
C 0.78338 -4.36628 1.34868 2.330 -0.798 -1.028
F 1.96173 -3.85995 0.90718 -1.123 -0.785 0.960
C -0.20232 -3.37936 1.78359 0.184 2.280 2.090
O -0.01119 -2.30408 2.38708 -0.210 -2.893 -2.019
C -4.92582 -1.03345 -2.96459 -0.195 0.030 -0.217
C -3.74664 -0.65524 -2.09477 0.007 -0.111 0.027
C -3.70783 0.52580 -1.35576 0.165 -0.171 0.064
C -2.61805 0.85994 -0.53938 -0.228 -0.252 -0.297
C -2.59329 2.20305 0.10478 -0.178 0.530 0.369
C -1.59153 -0.07827 -0.34380 -0.455 -0.811 -0.940
N -0.44474 0.26167 0.47205 0.736 2.234 0.354
C -0.42116 0.82810 1.76606 1.194 -0.647 -0.358
C -1.54014 0.81310 2.69887 -0.826 -0.071 1.280
C -1.71425 1.88610 3.61273 -0.159 -0.477 -0.710
C -2.91115 1.98496 4.32850 0.103 -0.416 -0.077
C -3.89291 0.98345 4.19949 0.393 -0.139 -0.224
C -3.64141 -0.17016 3.43262 0.241 0.394 0.285
C -2.44496 -0.27408 2.72488 0.330 0.677 -0.156
N 0.76508 1.30851 2.05400 -0.348 0.037 -0.930
N 1.54209 1.13427 0.90499 -2.200 -0.226 -0.185
C 2.96788 1.32295 0.94194 1.302 0.560 0.043
C 3.69381 0.75419 2.00756 0.158 0.139 -0.245
C 3.02988 -0.14383 2.99631 0.124 -0.412 0.780
C 5.07591 0.99062 2.11923 -0.261 0.189 -0.368
C 5.76459 1.76724 1.17933 -0.519 -0.311 -0.037
C 7.24780 1.98259 1.28367 0.277 0.030 0.010
C 5.03377 2.29422 0.11485 0.128 -0.287 0.313
C 3.65275 2.09743 -0.01752 0.001 0.140 0.258
C 3.00241 2.76301 -1.18585 -0.250 0.254 -0.435
C 0.77475 0.60923 -0.07739 0.510 -1.765 3.010
C 1.34965 -0.22084 -1.12476 -0.226 0.495 -5.552
O 1.90557 -1.27993 -0.73656 0.623 0.875 0.391
C 1.09804 0.18469 -2.51619 0.569 -0.995 3.955
C 1.73788 -0.66558 -3.53738 0.169 -0.502 -0.459
C 0.11937 1.18767 -2.83828 -0.795 0.846 -0.580
C -0.10099 2.36081 -2.06744 0.150 -0.043 -0.331
C -0.96739 3.36395 -2.50984 -0.296 -0.301 0.339
C -1.81348 3.14777 -3.59268 0.036 -0.236 -0.339
C -1.67547 1.96606 -4.33837 0.374 -0.320 0.059
C -0.68613 1.03673 -4.01835 0.316 0.004 0.595
C -1.61749 -1.28482 -1.08155 -0.468 0.437 -0.384
C -0.62180 -2.38606 -1.06049 0.792 -0.356 0.534
C -2.66001 -1.50892 -1.98589 -0.134 0.251 0.323
H -4.78989 -2.02129 -3.42698 0.061 0.259 0.225
H -5.86117 -1.06994 -2.38649 0.298 0.038 -0.061
H -5.09529 -0.32630 -3.78892 0.151 -0.021 0.260
H -4.55571 1.20340 -1.42998 0.244 0.113 0.034
H -1.57282 2.58302 0.22371 -0.230 -0.027 -0.018
H -3.15611 2.93962 -0.48621 0.200 -0.304 0.128
H -3.04683 2.14653 1.10069 0.011 0.126 -0.083
H -0.90421 2.61776 3.71296 -0.519 -0.126 -0.144
H -3.06812 2.84109 4.99150 -0.005 -0.377 -0.234
H -4.83737 1.07279 4.73267 0.204 0.035 -0.085
H -4.35979 -0.99730 3.39359 0.282 0.413 0.107
H -2.16006 -1.19353 2.22056 -0.350 0.527 -0.056
H 3.77017 -0.37415 3.77293 -0.251 -0.181 -0.133
H 2.17150 0.32413 3.49296 0.296 -0.202 -0.208
H 2.69848 -1.08681 2.52971 0.038 0.347 0.097
H 5.65209 0.54590 2.94026 -0.439 0.093 -0.260
H 7.63259 2.48625 0.39661 -0.044 0.031 0.020
H 7.52057 2.59030 2.15178 -0.139 -0.021 -0.043
H 7.79927 1.04165 1.37875 -0.195 0.021 0.004
H 5.57044 2.87082 -0.64821 -0.359 -0.180 0.282
H 3.76994 3.21891 -1.81394 -0.034 -0.056 0.043
H 2.46517 2.03601 -1.80481 0.049 0.225 0.099
H 2.32061 3.58195 -0.90849 0.113 -0.358 0.090
H 1.76063 -0.15546 -4.51358 0.018 -0.305 0.241
H 2.77559 -0.86769 -3.21093 -0.470 -0.158 -0.267
H 1.20217 -1.63609 -3.63578 0.456 0.302 -0.211
H 0.45793 2.50430 -1.12853 -0.279 0.240 -0.863
H -1.00971 4.31459 -1.97297 -0.100 -0.330 -0.012
H -2.57687 3.87440 -3.87261 0.324 -0.073 0.055
H -2.32392 1.75450 -5.19455 0.185 0.224 0.296
H -0.51847 0.12745 -4.62269 -0.305 0.654 0.289
H -1.11358 -3.35269 -0.90423 -0.088 0.152 0.098
H -0.12178 -2.49520 -2.02971 0.052 0.268 0.219
H 0.16351 -2.20355 -0.31237 -0.250 -0.361 -0.448
H -2.61146 -2.41067 -2.59741 -0.103 0.127 0.200
```
Forces are in eV/Å.

Summary:
* strongest force on any atom: 5.6 eV/Å
* net charge: 0
* M: 693.74 Da

Table of Mulliken atomic charges, one value per atom, all in e: -0.35, -0.17, 0.54, -0.27, 0.08, -0.52, 0.20, -0.26, 0.27, -0.25, 1.28, -0.55, -1.57, 0.72, -0.80, 1.23, -2.28, 0.70, 1.36, 1.00, -0.44, -0.66, -0.60, -0.50, -0.81, 0.46, -1.49, 1.88, 0.21, 1.30, -1.19, -1.18, 0.65, -1.54, -1.31, 0.92, -1.06, -0.16, -0.35, -0.86, 0.19, -2.08, 1.32, 1.00, -0.92, -0.63, -0.73, -1.28, 0.56, -1.21, -0.75, 0.40, 0.34, 0.31, 0.41, 0.18, 0.61, 0.35, 0.43, 0.40, 0.41, 0.43, 0.37, 0.43, 0.25, 0.13, 0.35, 0.36, 0.32, 0.35, 0.24, 0.48, 0.16, 0.24, 0.48, 0.38, 0.27, 0.05, 0.42, 0.39, 0.41, 0.32, 0.82, 0.24, -1.12, 0.29

***

Number 1: frontier orbital gap 0.22671 hartree. Number 2: frontier orbital gap 0.13361 hartree.